Here is a molecular structure, C46H54FeN8S3 at a distorted geometry from OMol25. Energies are from ωB97M-V/def2-TZVPD.

The geometry in XYZ format:
```
112
Properties=species:S:1:pos:R:3:mulliken_spin:R:1
Fe 0.2456 3.7064 0.7568 1.243
C 2.7549 3.3781 3.2380 0.003
C 3.2581 3.5300 1.8081 -0.001
N 2.3346 4.2549 0.9010 -0.011
C 2.3722 5.7168 1.1155 -0.010
C 1.3231 6.3464 0.2354 0.023
N 0.0161 5.8219 0.6562 -0.028
C -1.0813 6.2482 -0.2385 0.034
C -2.4285 6.0454 0.4281 -0.005
C -2.8575 4.5864 0.4666 0.006
N -1.9107 3.7037 1.1874 -0.018
C -2.0524 3.7722 2.6544 0.010
C -0.9844 2.8947 3.2660 -0.017
N 0.3220 3.4351 2.8773 0.017
C 1.4504 2.6102 3.3369 -0.003
H 3.5238 2.8451 3.7989 0.000
H 2.6582 4.3505 3.7305 0.000
H 4.2267 4.0389 1.8225 0.000
H 3.4195 2.5384 1.3803 0.001
H 2.6700 4.0812 -0.0433 -0.001
H 2.1507 5.9121 2.1676 0.000
H 3.3606 6.1372 0.9141 -0.001
H 1.3718 7.4382 0.2524 0.002
H 1.4822 6.0299 -0.7993 0.000
H -0.1925 6.1738 1.5880 0.003
H -0.9468 7.2952 -0.5233 0.002
H -1.0256 5.6492 -1.1512 -0.010
H -2.4205 6.4819 1.4322 0.000
H -3.1862 6.6011 -0.1255 -0.001
H -3.8519 4.5109 0.9186 0.000
H -2.9339 4.2115 -0.5560 -0.001
H -2.1400 2.7497 0.9180 0.001
H -1.9288 4.8114 2.9694 0.000
H -3.0462 3.4551 2.9840 -0.001
H -1.0990 2.8037 4.3503 -0.001
H -1.0631 1.8905 2.8374 0.004
H 0.4195 4.3611 3.2886 0.002
H 1.2767 2.2682 4.3623 -0.003
H 1.4996 1.7250 2.6958 0.004
N -0.0317 1.8070 0.2338 -0.140
S -1.5276 -1.0041 0.0536 -0.003
N -0.9749 -2.5289 0.3726 0.001
S -0.1880 -3.2817 -0.7418 0.000
N 0.7461 -2.5155 -1.7134 0.000
S 1.7975 -1.3511 -1.1911 -0.001
N 0.2121 2.3976 -0.7244 -0.102
C 3.1112 -2.1750 -0.3332 0.002
C 4.2968 -2.5579 -0.9464 0.000
C 5.2712 -3.1765 -0.1769 0.000
C 5.0581 -3.3969 1.1769 0.000
C 3.8714 -2.9975 1.7810 0.000
C 2.8932 -2.3705 1.0287 0.000
C 2.4805 -0.8710 -2.7416 0.005
C 2.6406 -1.7782 -3.7823 0.000
C 3.1875 -1.3225 -4.9694 0.000
C 3.5595 0.0117 -5.1030 0.000
C 3.3868 0.9032 -4.0545 0.001
C 2.8329 0.4665 -2.8594 -0.007
C -1.2757 -4.1062 -1.8604 0.000
C -2.1715 -5.0019 -1.2842 0.000
C -3.1136 -5.6085 -2.0947 0.000
C -3.1570 -5.3078 -3.4520 0.000
C -2.2572 -4.4088 -4.0073 0.000
C -1.3008 -3.7940 -3.2120 0.000
C 0.6389 -4.5533 0.1521 0.000
C 1.5924 -5.2773 -0.5559 0.000
C 2.3218 -6.2415 0.1175 0.000
C 2.0909 -6.4714 1.4689 0.000
C 1.1204 -5.7522 2.1540 0.000
C 0.3835 -4.7783 1.4985 0.000
C -2.6402 -1.1155 -1.3112 -0.002
C -3.7775 -1.9184 -1.2730 0.000
C -4.6019 -1.9380 -2.3819 0.000
C -4.2911 -1.1589 -3.4960 0.000
C -3.1509 -0.3709 -3.5214 0.001
C -2.3082 -0.3440 -2.4170 0.003
C -2.5909 -0.7521 1.4558 0.002
C -2.2932 -1.3555 2.6673 0.000
C -3.0913 -1.0622 3.7654 0.000
C -4.1535 -0.1780 3.6437 0.000
C -4.4218 0.4340 2.4250 0.000
C -3.6328 0.1580 1.3182 0.000
H 4.4674 -2.3767 -1.9985 0.000
H 6.2014 -3.4807 -0.6370 0.000
H 5.8281 -3.8726 1.7695 0.000
H 3.7157 -3.1652 2.8380 0.000
H 1.9652 -2.0488 1.4891 -0.001
H 2.3409 -2.8111 -3.6680 0.000
H 3.3252 -2.0078 -5.7946 0.000
H 3.9783 0.3582 -6.0381 0.000
H 3.6720 1.9396 -4.1704 0.000
H 2.6661 1.1538 -2.0394 0.002
H -2.1312 -5.2293 -0.2256 0.000
H -3.8119 -6.3173 -1.6713 0.000
H -3.8967 -5.7840 -4.0818 0.000
H -2.2942 -4.1870 -5.0652 0.000
H -0.5928 -3.0933 -3.6301 0.000
H 1.7624 -5.0926 -1.6093 0.000
H 3.0670 -6.8185 -0.4126 0.000
H 2.6679 -7.2240 1.9894 0.000
H 0.9341 -5.9524 3.2003 0.000
H -0.3747 -4.2098 2.0164 0.000
H -4.0047 -2.5140 -0.3973 0.000
H -5.4939 -2.5496 -2.3796 0.000
H -4.9553 -1.1658 -4.3503 0.000
H -2.9198 0.2270 -4.3923 0.000
H -1.4118 0.2664 -2.4148 0.000
H -1.4715 -2.0520 2.7514 0.000
H -2.8791 -1.5282 4.7180 0.000
H -4.7799 0.0308 4.5004 0.000
H -5.2540 1.1189 2.3312 0.000
H -3.8492 0.6202 0.3624 0.000
```

**Maximum force**: 1.72 eV/A
**Relative energy (zero: lowest compared OMol25 entry of this formula, charge and spin)**: 61.9 kJ/mol
**Kohn-Sham gap (alpha / beta)**: 0.2904 / 0.2657 Eh
**Net charge**: +3
**Spin multiplicity**: 2
**<S²>**: 0.842
**Electronic energy**: -127367.239 eV